Entry 1:
Here is C18H15IIrN2O2S5 as an isolated structure in a non-equilibrium geometry from the Open Molecules 2025 dataset. Energies are from the ωB97M-V functional and the def2-TZVPD basis.

Summary:
**Energy relative to the best compared isomer or geometry (same formula, charge and spin)**: 2.8 kcal/mol
**Multiplicity**: 5
**Orbital gap (alpha / beta)**: 5.4 / 5.0 eV
**<S²>**: 6.115
**E**: -3347.4389 Eh
**Total charge**: +1

XYZ file:
```
44
C18H15IIrN2O2S5, DFT the ωB97M-V functional and the def2-TZVPD basis
Ir 0.5664 -0.6890 0.4355
C -4.0361 -0.4076 1.7611
C -3.3802 0.7927 1.1564
N -4.1265 1.8824 0.9691
C -3.6673 2.7643 0.0663
C -2.4276 2.8192 -0.5726
C -2.2375 3.9923 -1.5061
O -1.4888 3.5329 -2.6631
C -1.4988 1.8402 -0.1639
C -0.1366 2.0889 -0.1373
N 0.8455 1.2252 0.1411
C 2.1318 1.6936 0.3569
C 2.3982 3.0279 0.6277
C 3.6182 3.4830 0.9147
C 4.6692 2.5985 1.1307
C 4.4579 1.1853 0.8690
C 3.1745 0.7248 0.4862
I 2.9537 -1.2673 -0.2767
C -2.0285 0.7223 0.7179
O -1.2624 -0.1792 1.2908
H -3.4142 -1.3284 1.6324
H -5.0766 -0.5044 1.4009
H -4.1237 -0.2520 2.8332
H -4.3788 3.5763 -0.0869
H -1.6713 4.8535 -1.0109
H -3.2542 4.3110 -1.7668
H -1.1732 4.2037 -3.2981
H 0.1203 3.1205 -0.5557
H 1.5527 3.7160 0.5983
H 3.7778 4.5845 0.9735
H 5.6346 2.9828 1.5041
H 5.2597 0.4940 0.9324
C 0.7777 -6.8770 -2.5952
S 0.3345 -5.0743 -2.5228
C 0.3135 -4.6937 -0.7899
C -0.0953 -3.4500 -0.3331
S -0.3829 -1.9826 -1.2443
S 0.1113 -3.1255 1.3849
C 1.2306 -4.5054 1.7109
S 2.2338 -4.5768 2.9739
S 1.0600 -5.6507 0.4713
H 1.1833 -7.1740 -3.5991
H -0.1309 -7.4664 -2.3291
H 1.5862 -7.0116 -1.8876
```



Entry 2:
Here is C18H15N2O5PtSSbSe4 as an isolated structure from the Open Molecules 2025 dataset. Energies are from the ωB97M-V functional and the def2-TZVPD basis.

Summary:
**Energy relative to the best compared isomer or geometry (same formula, charge and spin)**: 5.1 kcal/mol
**Orbital gap**: 5.6 eV
**E**: -11544.3851 Eh
**Total charge**: -2

XYZ file:
```
47
C18H15N2O5PtSSbSe4, DFT the ωB97M-V functional and the def2-TZVPD basis
Pt -0.9171 -0.3543 -3.0749
C 2.5822 -1.9428 -2.4280
C 2.2878 -0.4979 -2.5897
N 1.1307 0.0517 -2.9062
C 1.3207 1.4142 -2.9167
C 2.6186 1.6962 -2.6100
N 3.2124 0.4757 -2.4121
C 3.4205 2.9395 -2.4825
O 2.7682 4.0645 -2.5937
O 4.6199 2.8541 -2.2799
C 0.1679 2.3062 -3.2333
O 0.3401 3.5431 -3.1145
O -0.8714 1.7257 -3.6238
H 1.6584 -2.5099 -2.5079
H 3.0278 -2.1377 -1.4510
H 3.2735 -2.2845 -3.2012
H 4.1830 0.3721 -2.1662
H 1.7471 3.8951 -2.7865
Se -4.2540 -4.3989 -4.1818
Sb -3.3841 -2.9143 -2.4890
Se -3.3069 -0.4953 -3.1790
Se -0.8561 -2.6907 -2.4989
Se -4.2223 -3.3597 -0.2481
O -0.5299 0.4748 -0.3000
S -1.1952 -0.5161 0.5801
C -2.1165 0.4551 1.7835
C -3.2785 -0.0613 2.3277
C -4.0016 0.7181 3.2255
C -3.5641 1.9915 3.5543
C -2.4021 2.5023 2.9831
C -1.6748 1.7354 2.0894
C 0.0805 -1.0363 1.7486
C 1.3829 -0.6564 1.4780
C 2.4000 -1.0602 2.3366
C 2.1096 -1.8399 3.4451
C 0.7963 -2.2255 3.6987
C -0.2213 -1.8293 2.8476
H -3.6297 -1.0362 2.0094
H -4.9234 0.3335 3.6430
H -4.1377 2.5991 4.2442
H -2.0732 3.5055 3.2251
H -0.7842 2.1152 1.6042
H 1.5697 -0.0401 0.6066
H 3.4217 -0.7612 2.1355
H 2.9029 -2.1510 4.1137
H 0.5670 -2.8382 4.5616
H -1.2451 -2.1306 3.0332
```